# C31H32N5O2Sc

A molecular structure, C31H32N5O2Sc (ωB97M-V with the def2-TZVPD basis set, the Open Molecules 2025 dataset).

HOMO   -13.42 eV
Gap between HOMO and LUMO   6.83 eV

```
! wB97M-V def2-TZVPD RIJCOSX def2/J DEFGRID3
* xyz 2 1
C 3.64 -1.68 0.26
H -4.29 -2.08 5.06
H -1.35 4.61 -5.43
H 1.05 1.03 4.95
H 1.20 -0.58 3.54
H -0.21 -0.04 -4.64
H 0.68 2.91 2.90
H 3.29 -0.54 -2.93
O 0.04 0.82 -0.81
C -0.53 1.32 -3.03
N -0.55 -2.87 -0.79
C 5.17 -0.81 -1.93
C -1.11 2.24 -3.89
H 0.07 -2.32 -4.48
N 0.16 0.81 4.51
C -0.88 -0.91 3.07
C -2.80 -2.58 2.06
Sc 0.88 -1.07 -0.72
C -4.42 -1.99 3.98
C -3.09 -1.95 3.25
H -1.60 4.89 -1.88
C 3.76 -0.86 -1.99
O 0.51 -1.35 1.26
H -5.05 -2.78 3.61
H 0.04 1.77 0.86
N 0.35 -0.94 -2.88
H -1.34 -3.42 -2.69
H -2.24 -0.61 4.71
H -2.13 -4.00 -0.05
H 3.10 -2.06 1.11
H -0.63 2.51 5.34
C 7.18 -0.83 -0.54
C -0.12 0.03 -3.54
H -1.80 1.24 5.12
C -0.76 2.98 -1.29
C 2.99 -1.32 -0.94
C -1.60 -2.44 1.38
C -0.66 3.44 0.05
H 5.81 -0.39 -2.72
H -0.40 4.18 2.55
H -1.29 1.89 -4.92
H -0.55 -4.72 -1.77
H -2.27 3.06 3.55
N -0.30 2.73 1.08
H -2.11 5.52 -4.14
C 5.79 -1.12 -0.73
C -1.43 2.38 3.30
C -0.31 3.10 2.50
C -0.98 1.77 4.63
C -1.47 3.56 -3.53
H 1.66 -3.38 -2.01
H -1.79 1.59 2.63
C -1.27 3.91 -2.23
C -2.10 -1.08 3.74
H 1.74 -1.93 -4.10
N 8.27 -0.54 -0.33
C 0.20 -0.20 3.69
C -0.37 1.69 -1.68
C 5.03 -1.55 0.35
H -3.51 -3.27 1.65
H 1.05 -4.27 -3.43
H -3.02 4.21 -4.90
H -4.93 -1.08 3.75
H 5.56 -1.77 1.31
C 0.84 -3.41 -2.78
C -1.43 -3.15 0.10
C -2.02 4.52 -4.54
C 0.76 -2.13 -3.65
C -0.47 -3.68 -2.04
C -0.62 -1.57 1.87
H -1.00 4.47 0.24
*
```

# C31H33AsBBrF4IOPTi

A molecular structure, C31H33AsBBrF4IOPTi (ωB97M-V with the def2-TZVPD basis set, the Open Molecules 2025 dataset).

HOMO (alpha / beta)   -7.69 / -8.33 eV
Gap between HOMO and LUMO (alpha / beta)   7.21 / 7.57 eV

```
! wB97M-V def2-TZVPD RIJCOSX def2/J DEFGRID3
* xyz 0 3
C -3.47 -0.97 0.56
C 5.20 -1.08 -0.35
C 2.07 1.86 -2.91
H -7.04 0.51 0.56
H -0.34 -1.32 -4.45
C -0.42 -4.89 -1.32
C -4.10 -0.66 1.76
H 6.93 -2.06 -3.05
C -6.05 0.09 0.56
F -1.73 3.72 0.95
C -1.58 -5.64 -1.54
C -1.35 -1.97 2.21
Ti -0.46 0.80 0.19
H 0.00 -0.26 4.82
H 8.79 -1.45 -1.54
H -2.63 -0.34 -3.59
H 2.68 0.98 -2.76
H 0.54 -5.29 -1.60
C 6.20 -0.73 0.51
C 7.76 -1.35 -1.20
H -5.93 -0.04 -1.58
C -1.33 -3.32 4.19
H -1.54 -4.26 4.69
C -0.47 -1.08 4.29
H 0.15 2.44 -3.72
C 6.72 -1.69 -2.05
H 1.64 -2.70 -4.05
F -0.02 2.87 -0.35
C -1.64 -3.18 2.84
H -3.87 -3.48 -0.29
As -0.42 0.31 -2.60
H -2.20 2.71 -3.46
C -0.77 -0.94 2.94
C -0.75 -2.28 4.92
C -2.81 -5.13 -1.18
H -5.86 0.11 2.69
H -3.59 -0.84 2.70
I 1.99 -0.52 0.11
Br 5.83 -0.08 2.25
H 1.88 -2.01 -2.44
O -0.10 1.34 2.19
C -0.50 0.18 2.06
H -3.65 -0.96 -1.58
H 0.89 1.09 -4.58
H -0.52 -2.41 5.96
F -1.72 4.11 -1.33
H -0.56 -2.17 -2.92
C 0.74 1.53 -3.59
H -2.08 -3.99 2.29
C -0.51 -3.64 -0.73
H 8.33 -0.60 0.74
C 1.51 -1.80 -3.44
H -1.65 0.53 -4.75
H -3.71 -5.70 -1.35
H 2.13 -1.02 -3.87
C 7.51 -0.87 0.08
C -4.14 -0.74 -0.64
H 4.56 -1.81 -2.27
H -3.33 1.79 -2.49
C -2.83 1.82 -3.46
B -1.41 3.28 -0.30
C -2.91 -3.87 -0.58
H 2.63 2.57 -3.52
F -2.09 1.96 -0.48
C 5.40 -1.55 -1.62
C -1.75 -3.13 -0.35
P -1.72 -1.51 0.46
H -1.51 -6.61 -2.01
C -5.38 -0.13 1.76
H 1.91 2.31 -1.93
C -5.42 -0.22 -0.64
C -2.02 0.56 -3.72
H 0.38 -3.05 -0.56
H -3.59 1.95 -4.23
C 0.04 -1.41 -3.43
*
```

# C31H33BrFN2OTeW

A molecular structure, C31H33BrFN2OTeW (ωB97M-V with the def2-TZVPD basis set, the Open Molecules 2025 dataset).

HOMO (alpha / beta)   -13.51 / -13.75 eV
Gap between HOMO and LUMO (alpha / beta)   6.42 / 5.83 eV

```
! wB97M-V def2-TZVPD RIJCOSX def2/J DEFGRID3
* xyz 2 2
H 4.62 -0.11 -0.10
C 0.57 -2.89 -3.25
C 1.99 -1.42 1.40
C 4.08 -0.69 0.64
W 0.81 -0.69 -0.13
H -10.68 -0.84 -2.30
H -1.52 4.19 -5.85
C 6.19 -1.37 1.80
F 0.95 1.13 -0.46
H 6.59 -0.36 1.66
H -8.76 1.06 -2.69
C 4.70 -1.38 1.67
C -8.58 -1.07 -2.59
H -1.34 -2.09 -3.82
N -0.29 -1.30 -1.55
H -5.89 2.32 -2.88
H -3.37 2.13 -5.86
C -6.42 -1.91 -1.88
H 4.37 -2.63 3.38
C -6.38 1.96 -1.98
H -1.90 5.34 -4.56
H -4.01 -0.09 -5.72
C -0.54 -2.76 -4.10
C -0.58 -3.48 -5.28
H -4.92 -2.94 -0.68
C -4.22 -0.09 -4.65
C -2.47 3.41 -2.87
H -10.19 -0.86 -3.98
H 6.51 -1.72 2.78
H -5.30 -0.10 -4.52
C 1.63 -3.73 -3.59
H -10.23 -2.37 -3.06
C -5.95 -0.58 -1.84
C 3.89 -2.10 2.57
C -2.28 4.49 -5.13
H -6.17 -3.97 -1.36
C -8.09 0.24 -2.49
C -7.73 -2.12 -2.27
C -2.66 3.35 -4.24
H -8.11 -3.14 -2.32
H 6.65 -2.01 1.05
C 0.61 -2.13 -2.04
C 1.58 -4.45 -4.76
C -5.55 -3.10 -1.56
C -6.79 0.52 -2.11
C -2.58 2.50 -0.55
H -5.70 2.11 -1.14
O 1.67 -2.18 -1.21
H -4.90 -3.35 -2.40
H 0.45 -4.89 -6.53
C -2.82 2.36 -2.03
Te -3.94 -0.37 -1.39
H -1.61 2.08 -0.26
H -2.55 3.56 -0.27
H -7.26 2.58 -1.81
C -3.40 1.23 -2.61
C 0.48 -4.32 -5.61
H -3.83 -1.02 -4.24
C -3.60 1.12 -4.00
H 1.89 -2.73 3.12
C -10.00 -1.31 -3.01
H -3.35 2.03 0.06
H -3.14 4.84 -5.71
H -2.04 4.31 -2.43
C -3.22 2.20 -4.79
N 2.74 -0.72 0.58
H 2.48 -3.82 -2.92
H 2.39 -5.11 -5.03
Br -1.03 -0.81 1.39
C 2.51 -2.15 2.45
H -1.42 -3.39 -5.95
*
```

Energy relative to the best compared isomer or geometry (same formula, charge and spin)
In order: 37.33 17.07 0.00
Unit: kJ/mol